{"formula": "C43H39BrF4GeN4Ti", "method": "ωB97M-V/def2-TZVPD", "lumo_energy_ev": 4.05, "total_charge": -2, "total_energy_ev": -211726.324, "homo_lumo_gap_ev": 4.38, "de_lowest_kcal_mol": 23.6, "elements": ["Ti", "C", "C", "N", "C", "C", "C", "C", "N", "C", "C", "F", "C", "F", "C", "C", "F", "C", "F", "H", "H", "H", "H", "H", "H", "H", "H", "H", "H", "H", "H", "H", "H", "H", "Br", "C", "C", "C", "C", "C", "C", "N", "C", "C", "C", "C", "C", "C", "N", "H", "H", "H", "H", "H", "H", "H", "H", "H", "C", "Ge", "C", "C", "C", "C", "C", "C", "C", "C", "C", "C", "C", "C", "C", "C", "C", "C", "C", "C", "H", "H", "H", "H", "H", "H", "H", "H", "H", "H", "H", "H", "H", "H", "H"], "coordinates": [[-0.696, -0.621, 1.039], [-0.824, -1.547, -3.435], [0.647, -1.952, -3.483], [1.300, -1.879, -2.187], [2.746, -2.003, -2.276], [3.473, -1.074, -1.307], [0.669, -2.817, -1.265], [1.321, -3.031, 0.090], [1.130, -1.936, 1.033], [1.778, -2.009, 2.190], [1.624, -0.933, 3.106], [0.816, 0.086, 2.695], [2.210, -0.852, 4.335], [1.972, 0.231, 5.106], [3.049, -1.852, 4.808], [3.235, -2.918, 3.949], [4.036, -3.937, 4.347], [2.646, -3.015, 2.709], [2.910, -4.142, 1.996], [-1.185, -1.322, -4.442], [-0.947, -0.669, -2.796], [-1.452, -2.340, -3.026], [1.180, -1.279, -4.159], [0.734, -2.970, -3.921], [3.042, -1.737, -3.295], [3.069, -3.049, -2.128], [3.294, -0.037, -1.591], [4.550, -1.269, -1.321], [3.099, -1.188, -0.291], [0.620, -3.817, -1.741], [-0.361, -2.493, -1.103], [2.385, -3.238, -0.061], [0.885, -3.955, 0.487], [3.523, -1.801, 5.775], [-1.096, -8.378, 0.291], [-1.313, -6.528, 0.739], [-1.025, -6.085, 2.015], [-1.192, -4.750, 2.351], [-1.644, -3.791, 1.402], [-1.943, -4.307, 0.106], [-1.781, -5.632, -0.221], [-1.800, -2.479, 1.621], [-1.675, -1.935, 2.919], [-2.091, -0.641, 3.148], [-2.120, 0.003, 4.442], [-2.652, 1.241, 4.559], [-3.123, 1.944, 3.403], [-2.911, 1.361, 2.188], [-2.398, 0.129, 2.020], [-0.655, -6.782, 2.758], [-0.934, -4.439, 3.354], [-2.320, -3.608, -0.632], [-2.018, -5.979, -1.219], [-1.305, -2.512, 3.760], [-1.740, -0.532, 5.304], [-2.704, 1.714, 5.535], [-3.532, 2.943, 3.475], [-3.123, 1.892, 1.266], [-0.404, 0.702, -0.074], [-0.313, 2.344, -0.963], [-0.218, 3.908, 0.260], [-0.080, 3.706, 1.631], [-0.040, 4.779, 2.514], [-0.132, 6.079, 2.036], [-0.265, 6.302, 0.670], [-0.308, 5.223, -0.204], [-1.861, 2.850, -2.121], [-1.900, 2.641, -3.499], [-3.026, 2.961, -4.250], [-4.144, 3.505, -3.634], [-4.124, 3.730, -2.263], [-2.996, 3.405, -1.523], [1.255, 2.549, -2.168], [2.231, 3.528, -1.981], [3.347, 3.606, -2.808], [3.507, 2.704, -3.851], [2.550, 1.718, -4.051], [1.446, 1.641, -3.211], [-0.015, 2.689, 2.001], [0.054, 4.596, 3.579], [-0.105, 6.917, 2.724], [-0.341, 7.315, 0.289], [-0.427, 5.405, -1.269], [-1.036, 2.225, -4.003], [-3.031, 2.784, -5.320], [-5.024, 3.754, -4.217], [-4.991, 4.156, -1.770], [-2.991, 3.595, -0.454], [2.122, 4.240, -1.169], [4.097, 4.370, -2.635], [4.378, 2.761, -4.494], [2.675, 0.992, -4.848], [0.733, 0.837, -3.343]]}

---

{"formula": "C43H39ClF5IO6P2Tl", "method": "ωB97M-V/def2-TZVPD", "lumo_energy_ev": -3.47, "total_charge": 1, "total_energy_ev": -114985.037, "homo_lumo_gap_ev": 7.12, "de_lowest_kcal_mol": 0.0, "elements": ["Tl", "I", "C", "C", "C", "C", "C", "C", "C", "C", "C", "P", "C", "C", "C", "C", "C", "C", "C", "C", "C", "C", "C", "C", "C", "H", "H", "H", "H", "H", "H", "H", "H", "H", "H", "H", "H", "H", "H", "H", "H", "F", "C", "C", "C", "F", "C", "F", "C", "F", "C", "F", "C", "C", "O", "P", "O", "C", "C", "O", "C", "C", "H", "H", "H", "H", "H", "H", "H", "H", "H", "H", "H", "H", "H", "H", "H", "C", "C", "C", "C", "Cl", "C", "C", "C", "O", "C", "C", "O", "O", "H", "H", "H", "H", "H", "H", "H", "H"], "coordinates": [[-0.421, 0.310, -0.990], [-1.393, -2.266, 1.067], [0.067, -3.222, 2.182], [-0.332, -4.445, 2.654], [0.482, -5.208, 3.505], [1.676, -4.692, 3.894], [2.115, -3.430, 3.424], [3.354, -2.963, 3.920], [3.850, -1.759, 3.535], [3.134, -1.015, 2.591], [1.935, -1.426, 2.041], [1.542, -0.182, 0.718], [1.683, 1.386, 1.635], [2.558, 2.412, 1.288], [2.638, 3.552, 2.075], [1.861, 3.670, 3.218], [0.999, 2.643, 3.575], [0.905, 1.509, 2.785], [2.991, -0.307, -0.390], [3.838, -1.415, -0.348], [4.875, -1.545, -1.260], [5.072, -0.585, -2.238], [4.228, 0.515, -2.302], [3.195, 0.650, -1.389], [1.338, -2.654, 2.504], [-1.303, -4.830, 2.371], [0.142, -6.173, 3.857], [2.322, -5.234, 4.572], [3.891, -3.587, 4.623], [4.786, -1.381, 3.923], [3.578, -0.082, 2.267], [3.201, 2.329, 0.425], [3.323, 4.343, 1.799], [1.938, 4.554, 3.837], [0.400, 2.724, 4.473], [0.242, 0.703, 3.083], [3.697, -2.187, 0.395], [5.525, -2.409, -1.207], [5.878, -0.692, -2.953], [4.373, 1.271, -3.063], [2.557, 1.517, -1.462], [0.743, 0.503, -4.201], [0.683, 1.714, -3.638], [0.262, 1.869, -2.332], [0.279, 3.152, -1.815], [-0.074, 3.358, -0.532], [0.666, 4.254, -2.553], [0.662, 5.472, -2.021], [1.068, 4.069, -3.868], [1.446, 5.106, -4.598], [1.081, 2.794, -4.411], [1.481, 2.616, -5.666], [-2.911, 4.408, 2.785], [-2.165, 3.463, 1.874], [-3.114, 2.535, 1.324], [-2.783, 1.491, 0.144], [-4.177, 0.748, 0.101], [-4.583, -0.214, 1.100], [-6.036, 0.026, 1.426], [-2.812, 2.324, -1.216], [-3.933, 3.133, -1.669], [-3.591, 4.595, -1.516], [-2.227, 5.164, 3.174], [-3.354, 3.874, 3.625], [-3.708, 4.917, 2.243], [-1.413, 2.900, 2.425], [-1.668, 4.003, 1.067], [-3.957, -0.108, 1.989], [-4.419, -1.202, 0.668], [-6.172, 1.009, 1.874], [-6.389, -0.730, 2.128], [-6.642, -0.036, 0.523], [-4.825, 2.853, -1.110], [-4.085, 2.857, -2.711], [-3.402, 4.845, -0.472], [-4.422, 5.209, -1.865], [-2.709, 4.854, -2.104], [2.088, -2.982, -2.529], [0.867, -3.649, -1.973], [0.967, -4.752, -1.138], [-0.174, -5.394, -0.681], [-0.012, -6.768, 0.372], [-1.428, -4.964, -1.063], [-1.548, -3.854, -1.891], [-0.407, -3.194, -2.318], [-0.409, -2.045, -3.086], [-1.655, -1.617, -3.613], [-2.644, -1.194, -2.541], [-3.834, -1.248, -2.721], [-2.139, -0.852, -1.367], [2.982, -3.342, -2.025], [2.054, -1.896, -2.423], [2.192, -3.177, -3.598], [1.942, -5.122, -0.849], [-2.311, -5.480, -0.713], [-2.541, -3.524, -2.161], [-2.113, -2.395, -4.227], [-1.420, -0.771, -4.260]]}